Density functional theory data (ωB97M-V/def2-TZVPD) for a molecular structure, C2H4N2OS in a non-equilibrium geometry.

Computed properties:
maximum force	8.88	eV/A
HOMO-LUMO gap	0.3320	Ha
E_HOMO	-9.36	eV
E_tot	-661.3395	hartree
multiplicity	1
charge	0

Structure (XYZ):
```
10
Properties=species:S:1:pos:R:3:lowdin_charge:R:1
C -0.528 -1.310 0.465 -0.759
N 0.575 2.113 -2.097 0.076
H 2.509 0.450 -1.465 0.207
H 1.184 2.045 -2.916 -0.001
H -0.737 -2.465 0.227 0.114
N 0.806 0.520 -0.104 -0.038
O 0.218 -0.780 -0.542 -0.143
C 1.207 1.015 -1.360 -0.221
H 0.179 1.238 0.148 0.068
S -1.164 -0.730 1.820 0.696
```